No. 1
8
Properties=species:S:1:pos:R:3:forces:R:3:lowdin_charge:R:1 method="wB97M-V/def2-TZVPD" total_charge=+1 homo_energy_ha=-0.6013 e_tot_ev=-4090.8748 smiles="NC=[NH2+]" orbital_gap_ev=11.4
N -0.879591 0.730710 0.252642 -0.623 0.929 -0.136 0.16
C -0.346434 -0.423823 -0.015287 5.792 -1.585 0.230 -0.08
N 1.107582 -0.509387 -0.074461 -5.774 4.195 0.810 0.16
H -1.826374 0.813976 -0.121802 0.054 0.362 0.854 0.15
H -0.408641 1.601632 0.625695 -0.532 -1.530 -0.952 0.19
H -0.979701 -1.341100 -0.075140 0.625 0.908 -0.490 0.17
H 1.719461 -1.246601 -0.327417 0.071 -0.923 -0.135 0.11
H 1.433136 0.503999 -0.049528 0.387 -2.355 -0.181 0.14

=====

No. 2
14
Properties=species:S:1:pos:R:3:forces:R:3:lowdin_charge:R:1 method="wB97M-V/def2-TZVPD" multiplicity=3 total_charge=0 homo_energy_ha="-0.1887 / -0.3316" e_tot_ev=-9629.9840 orbital_gap_ev="6.1 / 7.2"
C -0.577012 -1.370946 -0.674043 -2.248 1.518 -2.472 -0.23
C 1.458037 -0.315494 0.190370 2.177 2.371 -3.064 -0.07
N -1.785096 -1.024984 0.068609 0.481 -9.336 -2.061 -0.04
N -1.748262 0.171105 0.300229 -3.711 8.669 3.247 -0.15
N 0.250973 -0.189837 -0.617957 -0.433 -0.805 0.137 -0.11
N -0.719940 0.779255 -0.175744 4.944 0.429 -0.321 -0.13
N -0.164622 1.890155 0.714512 -1.480 -2.314 -0.865 0.11
H -0.188917 -2.266091 -0.317106 1.312 -1.351 0.674 0.09
H -0.876220 -1.530158 -1.788170 0.351 0.001 1.423 0.14
H 1.302645 -0.656276 1.148121 -0.575 -1.531 2.111 0.06
H 2.360656 -0.803684 -0.373474 -2.038 0.700 1.016 0.13
H 1.689841 0.745035 0.348023 0.815 -0.396 0.043 0.06
H -1.077292 2.018670 1.178110 0.629 0.995 -0.037 0.08
H 0.075205 2.553255 -0.001476 -0.225 1.051 0.170 0.07

=====

No. 3
9
Properties=species:S:1:pos:R:3:forces:R:3:lowdin_charge:R:1 method="wB97M-V/def2-TZVPD" total_charge=0 homo_energy_ha="-0.2931 / -0.2932" e_tot_ev=-36116.0296 orbital_gap_ev="7.5 / 7.5"
C 2.091780 0.130881 -0.188943 -0.193 1.164 0.562 -1.35
C -1.357961 -0.161118 0.754589 0.301 -0.690 -2.840 -0.04
N -0.789941 0.152411 -0.402587 -0.822 -1.946 1.306 -0.62
S 2.458264 -1.168922 0.580592 -0.061 0.649 -0.721 0.74
S 1.679413 1.585463 -0.708689 1.523 -1.125 0.285 0.70
S -0.339214 -0.964100 -1.551008 -0.318 -0.764 -0.721 0.46
H -1.698876 -1.233271 0.866176 0.652 1.504 -0.055 0.10
H -1.678268 0.625051 1.369096 -0.193 0.860 1.015 0.05
H -0.365195 1.033606 -0.719222 -0.890 0.349 1.169 -0.05

=====

No. 4
112
Properties=species:S:1:pos:R:3:forces:R:3:lowdin_charge:R:1 method="wB97M-V/def2-TZVPD" total_charge=+2 homo_energy_ha=-0.4880 e_tot_ev=-123951.7806 orbital_gap_ev=7.7
Ti 0.971460 -0.392697 0.660349 -0.153 1.048 -0.529 0.86
O -2.562001 0.342326 2.297523 0.070 -0.020 -0.001 -0.37
Cl -1.533534 0.393608 1.292892 -0.101 0.072 0.049 0.93
O -1.076259 -1.010264 0.936176 0.152 -0.288 -0.002 -0.51
O -0.227223 0.870395 1.909211 0.082 -0.200 0.002 -0.50
O 0.660925 0.429355 -0.675085 0.150 -0.283 0.385 -0.31
C 3.035191 4.523780 1.597803 -0.017 -0.033 -0.006 -0.06
C 2.619698 3.310904 2.423350 -0.027 0.045 0.002 -0.35
C 1.174041 3.461039 2.907064 0.046 -0.003 -0.008 -0.05
C 2.846871 1.989951 1.719458 -0.034 0.010 -0.127 -0.14
C 3.193580 1.895376 0.380834 -0.021 -0.058 0.086 0.04
C 3.486459 0.675235 -0.220345 0.001 -0.056 -0.138 -0.13
C 3.919816 0.696587 -1.674602 0.040 0.019 0.025 -0.35
C 3.056085 1.609877 -2.551385 0.036 -0.033 -0.003 -0.05
C 5.382503 1.159475 -1.761155 -0.019 0.004 0.033 -0.02
C 3.455010 -0.526685 0.546184 0.013 -0.326 0.185 -0.15
C 3.221046 -0.434940 1.956702 -0.109 0.075 -0.034 -0.16
C 2.821716 0.804278 2.465350 -0.052 -0.094 -0.085 -0.01
C 3.441635 -1.499071 3.042126 0.037 -0.028 0.029 -0.32
C 4.132607 -2.809779 2.666491 -0.021 -0.026 0.035 -0.04
C 2.159245 -1.716031 3.871008 0.016 0.019 -0.042 -0.04
C 3.945673 -1.806556 -0.084328 0.024 -0.008 -0.060 -0.22
C 5.329431 -1.947461 -0.172643 0.004 0.044 -0.035 -0.04
C 5.912147 -3.075854 -0.719751 -0.013 0.001 -0.005 -0.03
C 5.105770 -4.099526 -1.193088 0.004 0.005 0.015 -0.03
C 3.730227 -3.976958 -1.113059 0.022 0.029 -0.028 -0.08
C 3.124976 -2.840998 -0.564684 -0.031 -0.007 -0.005 -0.29
P 1.300145 -2.685243 -0.556713 -0.060 0.146 0.057 1.19
C 0.520328 -4.162859 0.315961 0.002 0.019 -0.018 -0.65
C 1.209967 -5.497847 0.029299 -0.016 -0.029 0.022 -0.07
C 0.602104 -3.893075 1.819556 -0.005 -0.039 -0.036 -0.09
C -0.968835 -4.257696 -0.045272 0.038 0.011 -0.006 -0.08
C 0.777707 -2.610372 -2.366892 0.000 -0.057 -0.039 -0.65
C 0.832989 -3.968944 -3.076534 -0.015 0.028 0.052 -0.06
C -0.639296 -2.027317 -2.471757 -0.004 0.011 0.043 -0.08
C 1.733628 -1.657371 -3.088453 -0.029 0.018 0.055 -0.08
H 2.953203 5.422839 2.207151 0.001 0.011 -0.002 0.09
H 2.383368 4.662225 0.730650 0.013 -0.006 0.012 0.06
H 4.065579 4.450093 1.248749 0.010 0.012 0.008 0.09
H 3.259702 3.274907 3.311858 0.000 -0.024 0.006 0.15
H 0.511683 3.637542 2.056915 0.054 -0.040 0.051 0.02
H 1.095151 4.320516 3.571682 0.002 0.016 0.001 0.10
H 0.817164 2.578406 3.436917 -0.003 0.041 0.013 0.07
H 3.251555 2.790592 -0.220288 0.007 0.015 0.001 0.12
H 3.866334 -0.320353 -2.060206 -0.009 0.006 -0.001 0.11
H 3.241733 2.662984 -2.333851 0.008 0.003 0.001 0.08
H 1.992498 1.417330 -2.427503 -0.027 0.016 0.006 0.06
H 3.320299 1.455151 -3.597855 -0.015 -0.009 -0.002 0.10
H 5.477951 2.188591 -1.409413 0.004 0.002 0.007 0.09
H 5.714803 1.128463 -2.798683 0.001 0.005 -0.005 0.10
H 6.054859 0.538757 -1.172309 0.005 -0.016 -0.005 0.07
H 2.607034 0.877560 3.524052 0.003 0.000 0.028 0.14
H 4.150378 -1.002859 3.713216 -0.013 0.008 0.006 0.15
H 3.586276 -3.416889 1.947343 0.029 0.016 0.040 0.06
H 4.252861 -3.397292 3.576692 -0.008 0.000 0.017 0.10
H 5.126827 -2.633004 2.260809 -0.042 -0.020 0.038 0.08
H 1.266685 -1.807793 3.249207 0.025 0.004 0.016 0.05
H 1.979615 -0.900939 4.569711 0.001 0.026 -0.008 0.08
H 2.237667 -2.631051 4.457005 0.003 0.003 0.007 0.10
H 5.959543 -1.161681 0.224982 0.005 0.004 -0.005 0.13
H 6.989476 -3.158835 -0.768282 0.006 -0.001 -0.001 0.12
H 5.543592 -4.991475 -1.619925 0.003 -0.001 -0.008 0.12
H 3.119663 -4.784650 -1.483559 0.014 0.016 -0.039 0.09
H 2.238869 -5.508941 0.387953 -0.031 -0.019 0.022 0.08
H 1.198639 -5.765758 -1.026111 0.008 -0.012 0.022 0.07
H 0.667363 -6.276742 0.569279 -0.008 -0.006 -0.005 0.10
H 1.627524 -3.786288 2.165653 0.002 0.009 -0.001 0.06
H 0.165562 -4.740550 2.352742 0.009 -0.011 -0.004 0.11
H 0.023204 -3.010380 2.096348 -0.006 -0.007 -0.001 0.06
H -1.137341 -4.562071 -1.075228 -0.003 0.004 0.002 0.07
H -1.493078 -3.320923 0.143743 -0.010 -0.005 -0.018 0.07
H -1.416291 -5.021538 0.593872 0.008 -0.002 0.016 0.10
H 0.198652 -4.723178 -2.617365 -0.009 0.009 -0.017 0.07
H 1.849464 -4.352757 -3.145181 0.022 -0.021 0.008 0.08
H 0.477534 -3.826591 -4.099168 0.006 0.014 -0.009 0.10
H -1.400644 -2.681980 -2.055953 0.003 0.010 -0.001 0.07
H -0.867786 -1.889894 -3.530690 0.006 -0.002 -0.007 0.10
H -0.703962 -1.054046 -1.985211 -0.008 -0.018 -0.016 0.06
H 2.756641 -2.033595 -3.102603 0.009 0.002 0.014 0.09
H 1.711819 -0.666334 -2.638733 0.022 -0.022 -0.025 0.05
H 1.402379 -1.560011 -4.124292 -0.012 -0.003 -0.004 0.11
Cl -0.117744 6.422910 0.114119 0.010 0.026 0.032 0.73
C -0.911908 5.955314 -1.358328 -0.046 -0.014 -0.051 -0.60
C -1.182169 6.922500 -2.310946 0.014 0.014 -0.020 -0.08
C -1.789060 6.553786 -3.502711 0.022 -0.018 0.024 -0.06
C -2.112769 5.224799 -3.738947 0.002 0.011 0.015 -0.07
C -1.847240 4.271366 -2.769820 -0.013 0.009 -0.032 -0.05
C -1.253866 4.622386 -1.562487 -0.011 -0.009 0.084 -0.32
C -0.972168 3.573230 -0.536326 -0.043 -0.016 -0.042 -0.38
H -0.904546 7.949963 -2.122112 -0.006 0.008 -0.001 0.11
H -1.991114 7.306341 -4.252636 -0.004 0.006 0.001 0.12
H -2.565205 4.933029 -4.677003 -0.001 0.001 -0.002 0.11
H -2.098758 3.232378 -2.949518 -0.011 0.000 0.006 0.12
H -1.067295 2.569820 -0.948012 -0.032 0.013 -0.023 0.07
H 0.041871 3.676375 -0.143556 -0.010 -0.052 0.024 0.05
C -6.507099 1.851177 2.136226 0.013 -0.004 0.013 0.02
C -5.734676 2.726280 1.209581 -0.052 -0.076 0.075 -0.22
C -6.282112 3.471063 0.197741 -0.052 0.077 -0.075 0.06
C -5.434734 4.191492 -0.651628 0.052 -0.015 0.057 -0.24
N -4.111620 4.233894 -0.436850 0.031 0.011 -0.076 0.17
C -3.607033 3.542523 0.551264 -0.054 -0.025 -0.082 -0.55
S -1.934484 3.630147 1.033457 0.050 0.054 0.017 1.01
N -4.388736 2.763328 1.341973 0.042 -0.049 0.018 0.14
C -5.955410 4.947241 -1.822226 0.014 0.001 -0.015 0.01
H -7.484715 2.283173 2.337367 0.001 0.010 -0.011 0.10
H -5.983648 1.703807 3.079653 -0.001 0.006 0.003 0.10
H -6.663170 0.874303 1.674210 0.017 -0.002 -0.006 0.11
H -7.352848 3.484544 0.053898 0.000 -0.009 0.006 0.14
H -3.932594 2.159593 2.024299 -0.012 0.024 0.015 0.13
H -6.900577 5.435162 -1.589323 -0.006 0.000 0.008 0.10
H -6.143382 4.247278 -2.641016 0.000 -0.004 -0.001 0.11
H -5.220868 5.675899 -2.154759 -0.007 0.000 0.006 0.09